Record 1
Entry from the OMol25 dataset: 2 unconnected molecules or ions with the total composition C3H9NO2S (ωB97M-V/def2-TZVPD).

```
16
Properties=species:S:1:pos:R:3:forces:R:3:nbo_charge:R:1
N 1.84789 -0.79829 -0.06489 0.06 0.04 -0.38 -0.850
C 1.05318 0.06687 0.64464 0.09 0.01 -0.04 0.676
O 1.47765 1.10538 1.10483 -0.11 -0.13 -0.19 -0.595
C -0.37345 -0.40702 0.85179 -0.05 -0.55 -0.04 -0.517
C -1.39573 0.70975 0.92759 0.28 0.37 -0.33 -0.530
S -2.93252 0.22289 1.72275 -0.33 0.01 0.33 -0.027
H 1.51523 -1.66538 -0.44944 -0.17 0.05 0.15 0.397
H 2.78661 -0.53056 -0.31142 0.08 0.10 0.33 0.408
H -0.37185 -0.97266 1.78510 0.01 0.10 0.19 0.244
H -0.66990 -1.15000 0.10041 0.10 0.19 -0.03 0.208
H -0.99424 1.56195 1.46391 0.12 -0.06 0.40 0.251
H -1.60425 1.12497 -0.05238 -0.12 -0.12 -0.25 0.222
H -3.65904 -0.08547 0.64395 0.11 -0.04 -0.12 0.120
O 1.35828 0.38403 -3.06851 -0.08 -0.10 0.02 -0.940
H 1.56547 -0.01067 -2.21228 -0.09 0.12 -0.02 0.468
H 0.39668 0.44420 -3.08604 0.11 0.02 -0.01 0.466
```
Forces are in eV/Å.

Computed properties:
charge = 0
frontier orbital gap = 9.8 eV
structure (SMILES) = NC(=O)CCS.O
E_HOMO = -9.35 eV
LUMO = 0.4 eV

Record 2
Entry from the OMol25 dataset: a molecular structure, C4H2Br3Cl (ωB97M-V/def2-TZVPD).

```
10
Properties=species:S:1:pos:R:3:forces:R:3:nbo_charge:R:1
C 0.14249 0.37058 -0.64219 -0.26 -0.08 -0.03 -0.109
C 0.54158 -0.94272 -0.42290 -0.45 0.02 0.95 -0.117
C -0.31790 0.51410 0.78825 0.13 0.13 0.29 -0.313
C 0.19487 -0.90619 0.94360 0.30 0.33 -0.90 -0.075
Cl 1.21122 -2.13391 -1.39646 0.17 -0.23 -0.18 0.106
Br 0.67823 1.83781 1.82402 -0.13 -0.15 -0.13 0.012
Br 0.58978 -1.91694 2.41354 -0.11 -0.04 -0.12 0.206
Br -1.93861 1.39926 -3.04469 0.27 -0.24 0.43 -0.216
H 0.26939 1.07993 -1.42919 0.12 0.30 -0.29 0.258
H -1.37106 0.69808 0.96602 -0.05 -0.03 -0.01 0.249
```
Forces are in eV/Å.

Computed properties:
charge = 0
frontier orbital gap (alpha / beta) = 9.1 / 4.8 eV
E_HOMO (alpha / beta) = -10.47 / -8.24 eV
LUMO (alpha / beta) = -1.4 / -3.5 eV

Record 3
Entry from the OMol25 dataset: 9 unconnected molecules or ions with the total composition C69H88F6N14O13S6 (ωB97M-V/def2-TZVPD).

```
196
Properties=species:S:1:pos:R:3:forces:R:3:mulliken_charge:R:1
C 0.51783 1.91371 -1.95404 0.70 -0.78 0.31 -1.189
C -0.38703 0.78285 -1.47430 -1.72 -1.08 -0.78 2.544
C -0.51613 -0.20169 -2.66161 0.22 0.39 -0.21 -1.037
C -1.31299 -1.45357 -2.40026 0.86 -0.77 1.10 -0.896
C -0.62495 -2.18739 -1.21741 -0.07 0.12 -1.09 0.327
C -0.41338 -1.30061 0.03130 -0.56 -0.11 -1.50 2.852
N 0.16817 0.00108 -0.34471 1.40 0.45 -0.53 0.593
O 0.54742 0.81237 0.75164 -0.48 -0.10 0.38 0.883
C 0.59448 -2.06541 0.86517 -0.27 0.44 1.62 -1.124
C -1.79686 -1.18516 0.70716 0.62 0.29 0.97 -1.398
C -1.79386 1.35402 -1.22277 -0.29 -0.11 0.52 -1.938
H 0.38126 2.85744 -1.42627 0.12 -0.12 0.26 0.018
H 0.40732 2.10949 -3.02119 -0.30 -0.04 0.01 0.423
H 1.52553 1.50074 -1.85630 0.19 0.67 0.13 -0.179
H 0.50927 -0.45945 -2.94679 -0.08 -0.26 -0.20 0.166
H -0.97213 0.27669 -3.53678 0.18 0.47 0.10 -0.161
H -1.24921 -2.07234 -3.29645 -0.28 -0.21 0.09 0.696
H -2.35599 -1.26367 -2.13547 -0.08 0.15 -0.28 0.214
H 0.30602 -2.59139 -1.62665 0.28 0.27 0.19 -0.926
H -1.16514 -3.09400 -0.92797 -0.28 0.09 0.14 -0.665
H 1.59264 -2.06294 0.44039 -0.05 0.06 -0.14 -0.305
H 0.28597 -3.09147 1.08009 -0.14 -0.13 -0.41 0.336
H 0.62724 -1.59311 1.85728 0.34 0.10 -0.08 0.090
H -1.92484 -1.99457 1.43522 -0.22 -0.13 -0.14 0.642
H -2.62327 -1.17540 0.00034 0.02 -0.08 0.00 0.104
H -1.81563 -0.25178 1.27748 -0.08 0.02 -0.06 -0.648
H -2.06409 2.12966 -1.94595 0.46 0.52 0.33 0.826
H -1.80352 1.66385 -0.17509 -0.33 0.59 -0.21 -0.094
H -2.62398 0.65387 -1.36234 0.34 -0.45 0.29 -0.397
C -1.51807 0.85435 4.04532 -0.41 -0.21 0.55 -0.855
N -0.33228 0.27961 4.73228 -0.67 -0.11 -0.26 0.199
C -0.52554 -0.45341 5.85306 0.83 0.27 -0.38 -0.529
C 0.48926 -1.26862 6.32233 -0.11 -0.11 -0.49 -0.804
C 1.69087 -1.39395 5.57704 -1.26 0.93 0.99 0.507
C 1.82126 -0.55390 4.47091 1.11 -0.39 0.14 -0.299
C 0.81977 0.30359 4.06653 0.10 -0.46 0.25 0.423
C 2.77400 -2.29530 6.04998 0.39 -0.70 -1.31 0.736
C 3.48777 -3.04264 5.08735 0.08 0.00 0.16 -0.852
C 4.45933 -3.93633 5.48599 0.03 0.58 0.94 -0.399
N 4.80282 -4.01528 6.80446 0.34 -0.15 -0.74 0.052
C 4.16811 -3.30390 7.73655 -0.92 0.11 -0.17 -0.364
C 3.10443 -2.48249 7.37311 0.26 0.64 0.48 -0.784
C 5.94776 -4.89033 7.16198 -0.10 -0.34 0.99 -0.819
H -2.02943 -0.00131 3.60508 -0.06 0.15 -0.16 0.447
H -1.21257 1.53797 3.25907 -0.01 0.07 0.10 -0.116
H -2.16961 1.29337 4.79736 0.00 0.30 -0.20 0.550
H -1.48732 -0.31400 6.32566 -0.02 -0.25 0.09 0.479
H 0.26127 -1.85461 7.20258 0.27 -0.03 0.06 0.622
H 2.76809 -0.57451 3.94614 -0.12 0.16 -0.25 0.531
H 0.85045 0.96514 3.20697 0.09 -0.35 -0.32 -0.065
H 3.28475 -2.89294 4.03517 -0.06 -0.27 -0.04 0.715
H 5.04535 -4.59439 4.86319 -0.16 0.19 -0.37 0.436
H 4.42753 -3.42843 8.77937 0.33 -0.06 -0.07 0.480
H 2.62353 -1.86418 8.12050 0.00 -0.29 0.23 0.533
H 6.81156 -4.32109 7.50250 -0.10 0.30 -0.29 0.368
H 6.21762 -5.53220 6.33086 -0.08 0.07 -0.04 0.268
H 5.63620 -5.49114 8.01650 0.01 -0.18 -0.15 0.386
C -4.87490 10.82104 1.25156 -1.19 0.47 -0.31 -0.903
N -3.88368 9.77545 0.95786 0.19 0.13 0.32 0.114
C -3.07867 9.88343 -0.11882 0.34 0.17 0.92 -0.387
C -1.94850 9.09547 -0.19636 0.52 0.07 -0.21 -0.774
C -1.72070 8.08177 0.72961 -0.81 -0.92 0.38 1.120
C -2.65940 7.92948 1.75688 -0.14 -0.04 0.12 -0.693
C -3.70539 8.81899 1.89228 0.28 0.21 -0.78 -0.398
C -0.63719 7.03978 0.59972 0.18 0.36 -0.45 1.319
C 0.55730 7.32102 -0.07490 -0.92 0.71 0.75 -0.755
C 1.58290 6.42145 -0.05003 0.17 -0.35 -0.72 -0.552
N 1.39110 5.18045 0.43542 -0.44 -0.63 1.53 0.349
C 0.23359 4.83422 1.05787 -0.68 1.27 -0.66 -0.563
C -0.79508 5.76731 1.13813 0.46 0.11 0.55 0.172
C 2.46363 4.16002 0.46245 0.22 0.32 -0.65 -1.051
H -4.61514 11.77720 0.80346 0.40 -0.12 0.06 0.370
H -4.99128 10.93950 2.32477 0.24 -0.02 0.00 0.358
H -5.85883 10.57054 0.85031 0.12 -0.32 -0.05 0.367
H -3.30355 10.69539 -0.79459 0.08 -0.04 -0.10 0.449
H -1.18676 9.33381 -0.92645 -0.34 -0.10 -0.39 0.355
H -2.61204 7.12762 2.47909 0.07 0.08 0.09 0.502
H -4.42201 8.83311 2.69999 0.09 -0.26 0.11 0.405
H 0.65475 8.32124 -0.47202 0.58 -0.13 -0.18 0.455
H 2.54902 6.66457 -0.47141 0.06 -0.22 0.02 0.458
H 0.10187 3.84119 1.46495 0.29 -0.17 -0.18 0.914
H -1.66350 5.56696 1.74142 -0.15 -0.55 -0.21 -0.710
H 2.43026 3.56743 1.37003 -0.36 0.14 0.05 0.096
H 3.42394 4.66912 0.41887 0.00 -0.09 -0.27 0.409
H 2.28622 3.51249 -0.39612 0.36 -0.08 0.01 0.367
C 1.90504 -8.69022 2.55150 -0.47 -0.51 0.19 -0.914
N 0.71553 -7.90898 2.13313 -0.41 -0.32 1.28 0.075
C -0.38713 -7.91660 2.94654 0.23 0.42 -1.27 -0.692
C -1.51364 -7.23061 2.53402 -0.29 -0.27 0.32 -0.891
C -1.52787 -6.47389 1.35333 0.89 -0.01 0.51 0.320
C -0.31818 -6.39352 0.67670 -0.48 0.26 -1.15 0.321
C 0.74428 -7.19233 1.01790 0.38 0.00 0.06 -0.412
C -2.75720 -5.80868 0.86836 -1.02 0.80 -0.14 1.375
C -3.83114 -5.47456 1.72800 1.74 -0.60 -0.50 -0.842
C -5.00155 -5.04630 1.18104 -0.04 0.74 -0.01 -0.338
N -5.11772 -4.82434 -0.15004 0.22 -0.27 0.15 0.080
C -4.10349 -5.04309 -1.01842 0.01 0.04 1.59 -0.474
C -2.90249 -5.49226 -0.48513 0.33 -0.97 -0.56 -0.660
C -6.35912 -4.25201 -0.64028 -1.24 0.39 -0.93 -0.945
H 2.16263 -8.42956 3.57619 0.14 0.28 -0.13 0.347
H 2.71584 -8.52223 1.85141 0.02 0.00 0.07 0.325
H 1.62311 -9.74254 2.57939 0.11 -0.03 -0.26 0.392
H -0.31674 -8.51062 3.84472 -0.11 -0.01 0.04 0.553
H -2.42168 -7.31004 3.11645 0.11 -0.17 0.16 0.551
H -0.18543 -5.79490 -0.21875 -0.03 -0.05 -0.07 0.125
H 1.63449 -7.28203 0.40749 -0.01 0.30 -0.07 0.392
H -3.62166 -5.52034 2.78632 -0.74 -0.13 0.15 0.543
H -5.83489 -4.76686 1.80947 -0.17 -0.07 -0.19 0.415
H -4.34241 -4.83134 -2.04960 0.39 -0.11 -0.13 0.608
H -2.07768 -5.76538 -1.13462 -0.18 0.26 -0.39 0.633
H -6.24168 -3.20141 -0.90929 0.22 0.06 0.48 0.368
H -7.16411 -4.37833 0.07757 0.16 0.08 0.14 0.327
H -6.70537 -4.70658 -1.57018 0.32 -0.46 0.14 0.399
C -4.85539 3.86382 -2.72059 -0.39 -0.33 0.54 -1.191
N -4.35384 3.02193 -3.82218 -0.29 -0.31 0.91 0.185
C -4.19541 3.58249 -5.01899 0.38 -0.67 -0.64 -0.118
C -3.85504 2.81052 -6.12458 -0.36 0.49 0.37 -0.796
C -3.57027 1.45915 -5.94995 -0.16 0.79 0.43 0.749
C -3.68707 0.94065 -4.65284 -0.25 -0.47 0.43 -0.507
C -4.13350 1.70569 -3.57219 0.59 0.53 -2.15 -0.779
C -3.13234 0.63676 -7.09967 0.81 -0.81 -1.08 0.790
C -1.88221 0.00003 -7.12708 -0.41 0.10 0.82 -0.779
C -1.51574 -0.83178 -8.17248 -0.39 0.98 -0.19 -0.234
N -2.34882 -0.96456 -9.21811 -0.31 -0.02 -0.68 0.024
C -3.55503 -0.35791 -9.26575 0.50 -0.04 0.76 -0.372
C -3.93012 0.46177 -8.23309 -1.03 0.01 0.90 -0.720
C -1.97912 -1.78764 -10.39813 0.01 -0.93 0.61 -0.917
H -5.67195 3.34954 -2.21321 -0.02 -0.08 -0.15 0.393
H -5.27530 4.76431 -3.15406 0.32 0.25 0.27 0.418
H -4.07924 3.98598 -1.96643 0.06 0.43 -0.17 0.395
H -4.29616 4.65573 -5.07616 -0.30 -0.01 -0.05 0.438
H -3.88052 3.32870 -7.07383 0.38 -0.25 -0.16 0.552
H -3.49843 -0.11834 -4.53092 0.06 0.02 0.30 0.666
H -4.27376 1.37365 -2.55772 -0.10 -0.15 -0.03 0.712
H -1.23061 0.13988 -6.27427 0.27 -0.19 -0.15 0.574
H -0.54562 -1.30319 -8.23199 -0.06 -0.16 -0.01 0.488
H -4.23267 -0.60213 -10.07081 0.24 0.05 -0.23 0.464
H -4.95315 0.81693 -8.19591 0.08 0.25 -0.36 0.497
H -2.79417 -2.48740 -10.57867 -0.11 0.21 -0.19 0.410
H -1.14396 -2.41381 -10.09281 0.27 0.25 -0.35 0.320
H -1.78724 -1.16781 -11.26829 0.14 0.05 0.10 0.340
C 3.34540 -2.67233 -2.25998 -0.47 -0.14 -0.04 -1.102
N 3.61489 -1.83573 -1.05178 -0.17 -0.08 -1.30 1.003
C 3.23980 -0.55606 -1.12351 -0.57 -0.67 0.36 0.500
C 3.57449 0.28612 -0.10403 0.35 1.85 0.34 -0.318
C 4.43112 -0.09922 0.89699 -0.80 -0.85 0.54 1.908
C 4.70229 -1.47371 1.00141 1.14 0.20 -0.48 -0.739
C 4.32433 -2.32361 -0.02346 -0.30 0.48 0.40 -0.868
C 4.88075 0.88710 1.92306 0.82 -0.01 0.15 -1.086
C 6.23567 1.05000 2.24759 0.77 -0.38 0.04 -0.540
C 6.66234 1.91596 3.23608 -1.40 -1.06 0.25 -0.319
N 5.73133 2.57809 3.94553 0.10 1.32 1.34 0.081
C 4.42458 2.55602 3.66520 0.12 -2.45 -1.27 -0.984
C 4.00177 1.65440 2.67040 -0.74 1.11 0.68 -0.031
C 6.22413 3.47131 5.04350 0.97 0.14 -1.04 -0.878
H 3.02096 -2.04771 -3.08966 0.55 0.35 0.11 0.398
H 2.48240 -3.32139 -2.12773 0.33 -0.34 0.57 -0.349
H 4.27089 -3.18272 -2.50446 -0.23 -0.22 -0.11 0.809
H 2.60944 -0.26453 -1.94680 0.26 0.00 -0.09 -0.473
H 3.28132 1.32515 -0.14966 -0.17 -0.13 -0.26 0.006
H 5.41339 -1.82301 1.74050 -0.24 -0.21 0.13 0.777
H 4.52915 -3.38448 -0.04007 0.17 0.03 -0.11 0.657
H 7.02504 0.42328 1.84849 -0.23 0.06 -0.54 0.607
H 7.65709 1.90536 3.65449 0.19 0.31 -0.38 0.365
H 3.68210 3.00553 4.30578 0.41 0.54 0.15 0.548
H 2.92622 1.56472 2.57044 0.02 -0.14 -0.49 0.727
H 5.57755 3.55616 5.90882 -0.35 -0.03 -0.29 0.326
H 6.42538 4.39877 4.50632 -0.23 0.38 0.65 0.404
H 7.19992 3.10261 5.34983 -0.10 -0.12 0.18 0.301
N 0.36164 -6.16328 -2.67100 3.26 -0.23 1.06 -0.199
S 0.25613 -5.34014 -3.97874 -2.78 1.29 -3.06 0.940
O 0.15206 -6.13789 -5.15998 0.75 0.75 0.46 -0.612
O 0.94168 -4.07579 -3.93005 0.16 -0.17 -0.25 -0.433
F -1.28622 -4.82878 -3.84660 -0.03 -0.20 0.69 -0.284
S 2.05703 -6.26999 -2.54076 -0.57 -1.58 1.46 1.007
O 2.46171 -5.75464 -1.25078 -0.27 0.27 -0.14 -0.564
O 2.89786 -6.03937 -3.66991 -0.93 0.01 0.63 -0.511
F 2.09665 -7.82811 -2.27856 0.03 0.15 -0.12 -0.276
N 4.28786 0.06221 -3.97035 2.24 -2.74 0.86 -0.076
S 5.85010 -0.35754 -3.60148 1.91 -3.95 -0.18 0.863
O 6.17329 -0.35022 -2.18705 -1.02 0.36 -0.62 -0.593
O 6.91719 -0.10434 -4.50851 -1.08 1.13 0.27 -0.525
F 5.61013 -1.91034 -3.90238 -0.42 0.08 0.34 -0.279
S 4.39517 1.55499 -3.79089 -1.34 6.71 -2.55 0.912
O 5.09998 2.25807 -4.84062 -0.15 -0.79 1.73 -0.599
O 4.52481 2.05010 -2.43227 -0.63 -0.39 -0.50 -0.547
F 2.86116 1.89746 -4.26702 0.18 -0.37 1.08 -0.322
N -4.31189 5.19050 2.94234 2.40 -3.35 -1.02 -0.246
S -3.66338 3.63368 2.72555 3.23 -0.13 3.79 0.918
O -2.83917 3.34253 1.55765 -1.34 0.61 0.90 -0.173
O -4.30350 2.55841 3.44372 -0.14 0.64 -1.71 -0.587
F -2.53444 3.98066 3.85169 0.64 0.03 -0.52 -0.397
S -5.53081 4.90982 2.03641 -6.88 2.95 -1.58 0.883
O -6.60995 4.19124 2.66440 1.49 -0.11 -0.85 -0.587
O -5.32522 4.77093 0.60977 0.71 -0.65 0.68 -0.512
F -6.10164 6.41947 2.09401 0.49 -0.02 0.02 -0.309
```
Forces are in eV/Å.

Computed properties:
charge = +6
frontier orbital gap = 2.9 eV
E_HOMO = -15.78 eV
LUMO = -12.9 eV